Record 1
Molecular formula: C27H53BaF8NO18S5
Method: DFT, the ωB97M-V functional and the def2-TZVPD basis

M, g/mol: 1129.36
DFT total energy, eV: -143810.373
E_LUMO, eV: -1.60

The geometry in XYZ format:
```
113
Properties=species:S:1:pos:R:3:lowdin_charge:R:1
Ba -0.724 -2.237 2.966 1.8219
S -5.927 0.175 0.623 0.6057
S 5.860 -0.615 0.460 0.6271
S 2.994 -4.380 3.118 0.6387
S 2.005 0.187 4.523 0.6174
S -3.100 4.326 1.645 0.6127
F -1.802 -0.122 -8.226 0.1441
F -1.973 -2.958 -2.885 0.1067
F -0.126 -3.840 -3.565 0.1014
F -3.536 -2.101 -8.501 0.0640
F -3.957 -1.142 -6.566 0.0912
F -1.056 -0.412 -3.396 0.1412
F 0.843 -1.219 -4.095 0.1449
F -0.800 -2.045 -7.898 0.1197
O 3.358 -0.155 4.209 -0.2408
O -2.886 5.629 2.216 -0.2682
O -5.807 -1.097 -0.051 -0.2835
O 6.468 -1.424 1.479 -0.2744
O -1.659 -1.031 0.565 -0.4900
O 2.050 0.985 5.916 -0.2291
O -5.263 1.252 -0.375 -0.2591
O 3.741 -5.314 3.891 -0.2403
O 4.920 -1.570 -0.503 -0.2497
O -4.530 3.739 2.083 -0.2701
O 6.688 0.163 -0.414 -0.2783
O -7.192 0.683 1.056 -0.2702
O 1.668 -3.954 3.525 -0.4285
O 1.362 -1.018 1.368 -0.4666
O -2.961 4.093 0.235 -0.2596
O -1.056 -1.783 -5.149 0.0435
O 1.037 -0.893 4.595 -0.4872
O 2.868 -5.019 1.625 -0.2442
N 3.726 3.105 -2.456 0.0664
C -2.050 3.077 2.447 -0.1156
C 1.879 1.635 -2.939 -0.0644
C 3.829 3.308 -3.786 -0.1451
C 1.413 1.448 3.385 -0.0860
C -3.040 -1.898 -7.229 -0.2605
C 3.614 -1.954 -2.471 -0.0587
C -0.672 -0.110 0.180 -0.4475
C -4.110 0.843 -2.448 -0.0434
C 1.971 1.897 -4.290 -0.0706
C -5.121 4.200 3.294 -0.2705
C 3.004 2.723 -4.718 -0.0728
C -1.187 -0.685 -6.023 -0.0668
C 4.617 0.466 1.219 -0.0960
C -1.699 -1.161 -7.383 -0.4551
C -0.653 -2.708 -3.048 -0.2862
C -0.465 -1.495 -3.934 -0.5346
C 1.917 -5.155 -0.576 -0.0433
C 4.492 -0.987 -1.722 -0.2935
C -3.959 0.988 -0.945 -0.2545
C 0.567 0.102 7.648 -0.0622
C -4.786 0.173 2.025 -0.1180
C 3.940 -2.928 2.669 -0.1085
C 1.794 -4.545 0.805 -0.2859
C 2.773 2.279 -2.058 -0.1676
C -5.946 5.464 3.044 -0.0668
C 0.809 1.181 6.586 -0.2679
C 0.797 -0.538 0.169 -0.4017
H -3.626 0.048 -0.493 0.0828
H -5.402 6.401 3.111 0.0736
H -2.962 -2.889 -6.777 0.1747
H 3.156 2.925 -5.770 0.1030
H 1.151 0.935 -2.552 0.0794
H -5.781 3.475 3.772 0.1198
H -4.855 0.119 -2.760 0.0851
H 2.660 1.995 -1.018 0.0777
H 0.834 2.107 7.161 0.1266
H -3.141 0.571 -2.874 0.0561
H 3.896 -0.099 -1.487 0.0914
H 1.698 -3.452 0.795 0.0904
H 4.658 3.951 -4.051 0.1029
H 4.360 1.254 0.518 0.0571
H -1.882 0.074 -5.657 0.1464
H 4.721 -3.195 1.963 0.0679
H 2.913 -4.987 -0.982 0.0838
H 4.150 -2.901 -2.578 0.0856
H 3.792 -0.165 1.542 0.0266
H -4.293 1.822 -2.900 0.0823
H -0.783 0.750 0.876 0.0764
H 1.588 -6.189 -0.636 0.0836
H 0.880 -1.393 -0.536 0.0734
H 1.972 2.354 3.616 0.0857
H 1.242 -4.622 -1.254 0.0648
H 5.166 0.868 2.069 0.0742
H 4.379 -2.559 3.597 0.0773
H 3.357 -1.612 -3.471 0.0757
H -1.065 3.130 1.989 0.0624
H -0.031 1.248 5.893 0.1057
H 1.749 1.072 2.417 0.0509
H -4.351 4.363 4.055 0.1141
H -0.893 0.341 -0.804 0.0870
H 0.878 -0.858 7.232 0.0707
H -1.935 3.208 3.524 0.0646
H 0.340 1.569 3.489 0.0508
H -0.225 -0.183 -6.163 0.1390
H 1.405 1.342 -5.027 0.0905
H -4.901 1.107 2.580 0.0454
H -6.738 5.540 3.802 0.0774
H 2.705 -2.134 -1.891 0.0597
H -5.130 -0.586 2.728 0.0671
H 3.333 -2.130 2.239 0.0366
H 1.180 0.253 8.539 0.0820
H 1.461 0.264 -0.198 0.0802
H -0.232 -2.561 -2.051 0.1492
H -6.566 5.368 2.152 0.0889
H 5.293 -0.694 -2.406 0.1256
H 0.851 -4.891 1.252 0.1034
H -3.724 0.099 1.794 0.0336
H -0.438 0.064 8.068 0.0814
H -3.229 1.740 -0.650 0.1029
H -2.536 2.116 2.299 0.0436
```

---

Record 2
Molecular formula: C27H53F4N3O5PS
Method: DFT, the ωB97M-V functional and the def2-TZVPD basis

M, g/mol: 638.77
DFT total energy, eV: -74555.584
Charge: +1
E_LUMO, eV: -2.41

The geometry in XYZ format:
```
94
Properties=species:S:1:pos:R:3:lowdin_charge:R:1
S 4.705 -3.340 -1.106 0.7063
P -2.061 -3.043 3.410 0.4919
F -0.416 3.766 -4.617 0.1613
F -3.975 -2.994 -2.695 -0.0180
F -0.048 5.172 -2.991 0.1213
F 0.555 3.264 -1.280 0.0475
O -3.019 -4.027 4.228 -0.2181
O -1.688 -1.863 -4.807 0.1596
O 5.811 6.409 -0.419 -0.0492
O -2.653 -1.714 3.167 -0.2559
O -0.698 -3.042 4.241 -0.2189
N -0.012 -1.194 -3.382 0.1165
N -0.381 -3.840 -2.561 0.1230
N 2.843 6.853 -0.250 -0.3618
C 5.116 7.109 -1.432 -0.2256
C -4.823 -4.671 5.679 -0.0680
C 3.595 -1.912 -1.204 -0.5930
C -0.137 -0.912 -1.940 -0.3145
C -1.356 -1.870 -1.399 -0.2191
C 2.125 -2.274 -1.436 -0.2728
C 0.647 -2.126 6.023 -0.0690
C -4.220 -3.537 4.866 -0.2599
C -0.066 3.893 -3.355 -0.3187
C 3.896 7.768 -0.832 -0.1017
C -1.503 -2.900 -2.609 -0.2867
C -1.128 -1.966 -3.766 -0.3962
C -2.607 -0.037 -0.014 -0.0723
C -0.732 -2.617 5.620 -0.2649
C -2.924 -5.103 -2.454 -0.0264
C 3.330 6.126 0.969 0.0211
C -1.584 -3.980 1.947 -0.1797
C 1.225 -1.054 -1.212 -0.1292
C -2.651 -1.051 -1.181 -0.1769
C -0.488 0.600 -1.848 -0.1280
C -2.098 -3.343 0.634 -0.1941
C 2.374 5.861 -1.262 0.0068
C 0.222 2.903 -2.553 -0.1973
C 1.685 7.712 0.151 0.0143
C -0.984 -2.568 -0.075 -0.1427
C 0.272 1.452 -2.878 -0.0968
C -2.797 -3.684 -2.992 -0.2822
H -0.265 0.964 -0.841 0.1081
H 3.190 5.190 -1.512 0.1136
H -0.176 1.319 -3.864 0.1290
H -1.044 -3.478 6.218 0.1208
H -0.387 -4.413 -1.729 0.0847
H -2.492 -5.248 -1.462 0.0545
H -4.427 -4.704 6.695 0.0744
H 1.556 5.290 -0.834 0.0940
H 1.815 -0.171 -1.496 0.1055
H -3.114 -0.422 0.870 0.0631
H -4.906 -3.173 4.098 0.1168
H 6.643 6.076 -0.772 0.1122
H 4.616 -3.520 0.216 -0.1485
H 0.861 -1.634 -3.638 0.1296
H -5.907 -4.547 5.746 0.0782
H 1.301 -2.950 6.315 0.0769
H 2.018 8.421 0.905 0.1167
H 4.845 6.453 -2.265 0.1233
H 5.718 7.926 -1.840 0.1379
H -0.136 -3.239 -0.225 0.0918
H -0.628 -1.821 0.644 0.1203
H -2.919 -2.668 0.867 0.0913
H 1.107 -1.607 5.178 0.0788
H 3.825 6.835 1.627 0.1173
H 0.575 -1.419 6.852 0.0775
H 4.186 8.446 -0.030 0.1457
H -3.986 -5.354 -2.421 0.0936
H -2.779 -3.728 -4.086 0.1405
H 3.970 -1.307 -2.035 0.0677
H -3.090 0.901 -0.300 0.0840
H 1.323 1.151 -2.948 0.1226
H 2.029 6.392 -2.147 0.1142
H -3.463 -1.740 -0.997 0.0989
H 1.316 8.241 -0.724 0.1154
H 1.040 -0.937 -0.140 0.1196
H -1.476 -1.821 5.732 0.1127
H -0.387 -4.448 -3.372 0.1089
H 0.904 7.074 0.555 0.1152
H -1.551 0.766 -2.020 0.1061
H 4.027 5.353 0.671 0.1024
H -2.510 -4.131 -0.001 0.0884
H 2.464 5.691 1.462 0.1142
H -0.493 -4.060 1.953 0.0958
H -2.927 -0.549 -2.114 0.1186
H -1.593 0.213 0.307 0.0638
H -1.971 -4.994 2.068 0.0985
H -2.434 -5.813 -3.123 0.0836
H 2.011 -2.668 -2.447 0.0916
H 3.395 8.340 -1.614 0.1432
H 3.703 -1.300 -0.305 0.0748
H -4.624 -5.630 5.197 0.0793
H 1.866 -3.091 -0.761 0.0897
H -3.970 -2.682 5.499 0.1113
```

---

Record 3
Molecular formula: C27H54Br23ClGaO
Method: DFT, the ωB97M-V functional and the def2-TZVPD basis

M, g/mol: 2337.70
DFT total energy, eV: -1706801.706
Charge: -1
E_LUMO, eV: 1.56

The geometry in XYZ format:
```
107
Properties=species:S:1:pos:R:3:lowdin_charge:R:1
Br -4.126 2.541 -0.782 0.6028
Br 1.100 5.870 4.711 0.6350
Br 2.743 1.320 1.127 0.6041
Br 3.112 -2.127 -5.617 0.5938
Br 6.412 -2.336 -2.101 0.6253
Br 2.059 -7.746 -0.290 0.6204
Br 1.959 -0.277 -2.049 0.7193
Br -2.662 5.308 1.041 0.6506
Br -3.012 3.336 5.246 0.5706
Br -0.710 -5.245 5.016 0.6299
Br -2.911 6.367 -5.753 0.6185
Br -3.096 -7.998 4.454 0.5843
Br -0.795 8.485 0.343 0.5906
Br 0.462 9.495 5.041 0.6104
Br 5.475 0.655 -5.062 0.5994
Br 2.526 -4.338 -1.637 0.6378
Br 0.038 -3.410 1.481 0.6016
Br 2.515 -8.003 4.630 0.5908
Br -0.420 2.353 2.812 0.5823
Br -1.387 6.450 -2.401 0.6190
Br -5.787 2.102 -4.039 0.6751
Br 8.721 -5.223 -2.075 0.6081
Br 2.858 -10.006 7.718 0.5835
Ga -1.995 -2.188 -1.836 0.3537
Cl -1.261 0.494 -3.455 0.4588
O -2.298 -1.929 1.527 -0.0491
C 6.783 -5.169 -1.884 -0.7155
C 3.863 0.194 0.008 -0.7015
C 3.950 0.533 -6.268 -0.6864
C -3.197 2.545 3.469 -0.6958
C -0.622 7.979 5.604 -0.6906
C -2.011 8.020 1.792 -0.6752
C -3.374 -6.069 4.372 -0.6898
C -5.162 3.730 -3.183 -0.6837
C -4.015 -0.891 -4.281 -0.1900
C -1.586 -1.299 -3.648 -0.7440
C 0.219 6.852 6.138 -0.6823
C -3.868 3.501 -2.453 -0.6944
C 6.158 -4.138 -2.784 -0.6912
C -1.836 6.596 2.246 -0.6901
C -2.133 1.517 3.200 -0.6682
C 3.656 -6.639 -0.350 -0.7135
C 1.255 -8.265 6.089 -0.7106
C 1.950 -8.306 7.422 -0.6968
C -2.701 -1.535 -4.647 -0.3886
C -1.087 7.614 -3.927 -0.6819
C -1.276 -2.028 0.904 -0.9135
C -2.366 7.891 -4.671 -0.6953
C 3.341 -5.190 -0.093 -0.6820
C 2.801 -0.205 -5.638 -0.6995
C -2.196 -5.361 3.764 -0.6909
C 3.648 0.480 -1.453 -0.6738
C -0.989 -1.222 -0.268 -0.3001
H -2.229 8.709 -5.375 0.0539
H 4.419 -0.004 -2.051 -0.0067
H -2.344 6.438 3.197 0.0477
H -5.963 4.073 -2.535 0.0484
H 2.614 0.092 -4.610 -0.0308
H 6.442 -6.166 -2.155 0.0521
H -0.663 -1.723 -4.027 0.0224
H -1.815 -5.849 2.873 0.0458
H -0.411 6.121 6.641 0.0570
H -3.585 -5.742 5.384 0.0459
H -1.400 -0.228 -0.154 0.0543
H -2.379 0.939 2.311 0.0516
H -4.775 -1.154 -5.013 0.0673
H 4.115 -6.804 -1.320 0.0333
H -0.793 6.312 2.346 0.0198
H -3.194 8.118 -4.009 0.0500
H 5.079 -4.276 -2.827 -0.0055
H -1.276 8.368 6.382 0.0598
H -4.257 -5.932 3.753 0.0595
H 4.888 0.414 0.300 0.0545
H -0.334 7.137 -4.545 0.0505
H 0.997 7.187 6.815 0.0489
H -2.409 -1.209 -5.648 0.0927
H 3.671 1.564 -6.478 0.0557
H 0.066 -1.134 -0.504 -0.0464
H -1.216 7.685 4.747 0.0145
H -1.489 -3.720 -1.783 -0.0679
H 6.578 -4.989 -0.833 0.0401
H -1.756 8.708 2.596 0.0328
H 1.226 -8.226 8.229 0.0561
H -1.972 0.840 4.033 0.0552
H -4.183 2.085 3.462 0.0622
H -0.684 8.536 -3.511 0.0564
H -5.014 4.447 -3.988 0.0293
H 6.566 -4.153 -3.789 0.0545
H -2.818 -2.614 -4.709 0.0985
H -2.450 -4.330 3.525 0.0497
H 4.257 -4.630 0.092 0.0474
H -3.547 -2.139 -1.428 -0.0495
H 0.580 -7.414 6.039 -0.0314
H -3.423 4.451 -2.173 -0.0185
H 0.705 -9.174 5.870 0.0521
H -3.953 0.187 -4.241 -0.0360
H -3.151 2.922 -3.030 0.0338
H -4.356 -1.230 -3.311 0.0259
H -3.175 3.370 2.765 -0.0474
H 3.623 1.539 -1.691 0.0534
H 2.699 -7.529 7.529 0.0483
H 1.895 -0.068 -6.223 0.0629
H 2.658 -5.045 0.739 0.0218
H 3.624 -0.832 0.267 0.0472
H 4.306 0.063 -7.179 0.0456
H -3.017 8.229 1.443 0.0526
H 4.306 -7.032 0.431 0.0571
```

---

Record 4
Molecular formula: C27H54ClF3N3O2SSi
Method: DFT, the ωB97M-V functional and the def2-TZVPD basis

M, g/mol: 605.35
DFT total energy, eV: -76808.413
Charge: +1
E_LUMO, eV: -4.80
ΔE to the lowest compared entry with this formula, charge and spin, eV: 9.261

The geometry in XYZ format:
```
92
Properties=species:S:1:pos:R:3:lowdin_charge:R:1
Cl 2.923 2.387 -1.496 0.8024
S -1.196 3.039 -0.719 1.0065
Si -1.484 2.959 -3.662 0.4826
F -3.610 -2.134 -1.292 0.0166
F -5.105 -0.204 -1.474 0.0177
F -4.963 -1.751 -3.307 0.0148
O 0.327 -0.002 -6.419 -0.0129
O 2.432 -1.159 -5.860 0.0163
N -0.004 -5.747 1.914 -0.1878
N 1.197 2.273 -1.386 -0.4667
N 1.628 3.211 4.464 -0.1898
C 0.644 3.381 -0.787 -0.4379
C 1.665 0.594 -4.158 -0.1085
C -1.874 -4.146 1.216 -0.1032
C -0.300 -1.142 -0.332 0.0096
C 0.867 -0.010 -2.861 -0.0976
C 1.483 -0.266 -5.547 -0.2728
C -4.196 -1.121 -2.200 -0.2381
C -0.859 -6.860 2.341 -0.2682
C -2.590 0.945 -1.805 -0.2072
C 0.812 2.187 3.802 -0.2571
C -1.986 2.052 -5.309 -0.2026
C -2.976 4.178 -3.277 -0.2256
C -0.080 -6.224 -0.598 -0.0885
C 2.912 3.496 3.820 -0.2534
C 1.650 3.076 5.923 -0.2654
C -3.049 -0.151 -2.935 -0.0597
C 0.731 -5.938 0.661 -0.2498
C 0.016 4.089 -4.085 -0.2056
C 0.249 1.145 -1.844 -0.3609
C 1.274 0.738 3.911 -0.0904
C 2.250 4.277 6.649 -0.0882
C -0.643 -4.436 2.069 -0.2517
C 0.174 0.270 -0.420 -0.1047
C -1.227 1.784 -2.159 -0.5567
C 4.048 2.502 4.035 -0.0838
C 1.294 4.764 -0.193 -0.0535
C -0.129 -8.194 2.457 -0.0900
H 0.219 -8.557 1.484 0.0656
H 2.758 3.625 2.741 0.0949
H 0.466 0.072 3.586 0.0696
H -1.607 -3.940 0.178 0.0355
H 0.740 5.038 0.820 0.1219
H -0.807 -8.954 2.861 0.0761
H -1.817 0.889 -5.224 0.0197
H -1.405 -1.487 -0.162 0.0673
H -2.579 5.115 -2.653 0.0575
H 1.531 0.455 4.934 0.0738
H 2.154 4.142 7.731 0.0782
H 1.644 -0.712 -2.289 0.1448
H -0.878 -6.952 -0.429 0.0721
H 2.128 0.535 3.262 0.0538
H 3.941 1.623 3.400 0.0530
H 2.181 2.171 6.238 0.0987
H -3.365 4.546 -4.335 0.0689
H -0.205 2.249 4.209 0.1124
H 4.130 2.174 5.074 0.0749
H 0.268 3.930 -5.241 0.0700
H 3.316 4.396 6.431 0.0664
H -2.378 -3.250 1.596 0.0704
H 0.701 2.442 2.739 0.0864
H 1.442 -6.761 0.803 0.1039
H -3.148 2.240 -5.502 0.0706
H -1.419 2.561 -6.197 0.0620
H 1.732 5.203 6.379 0.0806
H 0.517 -2.010 -0.387 0.1046
H -3.665 0.450 -3.763 0.1391
H 3.254 4.482 4.157 0.1036
H -0.927 -4.320 3.122 0.1116
H -2.589 0.401 -0.770 0.1214
H 0.478 0.812 0.577 0.1176
H 2.437 4.722 0.046 0.0844
H 0.576 -6.639 -1.370 0.0755
H 1.007 3.845 -3.509 0.0237
H -0.520 -5.316 -1.010 0.0476
H 5.001 2.972 3.770 0.0766
H 1.446 1.716 -4.405 0.1031
H 2.827 0.536 -3.890 0.1263
H 0.100 -3.647 1.894 0.0988
H -0.326 5.215 -3.996 0.0680
H 0.030 -0.752 -3.262 0.1356
H 1.369 -5.066 0.477 0.1085
H -0.411 -0.568 -6.045 0.1125
H 0.731 -8.120 3.131 0.0813
H -3.879 3.643 -2.760 0.0457
H 0.617 2.975 6.283 0.1207
H -2.602 -4.960 1.240 0.0739
H 1.114 5.629 -0.977 0.1216
H -1.721 -6.984 1.678 0.0963
H -3.470 1.750 -1.747 0.1218
H -1.260 -6.633 3.338 0.1194
H -2.182 -0.790 -3.392 0.1233
```

---

Question: Look up the DFT total energy of the first one.
Answer: -143810.373 eV

---

Question: Which of these has the highest DFT total energy?
Answer: C27H53F4N3O5PS

---

Question: Which value of DFT total energy does entry 1 give?
Answer: -143810.373 eV

---

Question: Among the records above, which one has the lowest E_LUMO?
Answer: C27H54ClF3N3O2SSi